(A)
The following is a DFT calculation (wB97M-V/def2-TZVPD) of an isolated molecule of C4H3NO2S.

```
11
Properties=species:S:1:pos:R:3
C -0.994 0.336 0.383
C -0.079 0.950 -0.400
C 1.119 0.241 -0.704
C 1.168 -1.109 -0.125
H -2.627 0.261 1.276
H -0.256 1.983 -0.751
H 2.028 -1.736 -0.279
N 0.266 -1.667 0.621
O -2.138 0.879 0.740
O -0.866 -0.908 0.875
S 2.378 0.771 -1.636
```

Values from the calculation:
E_HOMO: -8.65 eV
HOMO-LUMO gap: 7.95 eV
Total charge: 0
SMILES: Oc1cc(=S)cno1

---

(B)
The following is a DFT calculation (wB97M-V/def2-TZVPD) of an isolated molecule of C4H3NO2S.

```
11
Properties=species:S:1:pos:R:3
C 0.398 -0.914 -1.016
C -0.684 -0.957 -0.322
C 1.459 -0.126 -0.215
C 1.026 1.234 -0.054
N -0.081 1.442 0.697
O -2.282 0.116 1.463
O 2.572 -0.679 -0.075
S -0.850 -0.057 1.341
H 0.585 -1.320 -1.978
H -1.734 -1.227 -0.473
H -0.408 2.487 0.632
```

Values from the calculation:
E_HOMO: -9.30 eV
HOMO-LUMO gap: 8.29 eV
Total charge: 0

---

Most stable structure - (A); separation to the second - 0.1025 hartree.

---

(A)
The following is a DFT calculation (wB97M-V/def2-TZVPD) of a 2-piece molecular cluster, CH4NO4P overall.

```
11
Properties=species:S:1:pos:R:3
C 0.895 -1.463 -0.165
N 0.513 -0.279 -0.360
O -1.547 -1.039 1.267
O -1.369 1.363 0.581
O -1.897 -0.518 -1.247
O 1.097 2.240 0.131
P -1.254 -0.080 0.105
H 2.004 -1.625 -0.312
H 1.211 1.726 -0.661
H 0.112 -2.158 0.261
H 0.233 1.834 0.400
```

Values from the calculation:
E_HOMO: 0.47 eV
HOMO-LUMO gap: 6.68 eV
Total charge: -2

---

(B)
The following is a DFT calculation (wB97M-V/def2-TZVPD) of an isolated ion of composition CH4NO4P and charge -2.

```
11
Properties=species:S:1:pos:R:3
C -1.314 0.506 -0.402
N -0.264 -0.573 -0.551
O 1.017 0.458 1.504
O 2.426 -0.956 -0.094
O 1.534 1.330 -0.947
O -0.541 -1.570 0.526
P 1.372 0.178 0.043
H -2.151 0.458 -1.233
H -1.615 0.435 0.631
H -0.728 1.418 -0.461
H 0.265 -1.686 0.983
```

Values from the calculation:
E_HOMO: 0.64 eV
HOMO-LUMO gap: 6.68 eV
Total charge: -2
SMILES: CN(O)P(=O)([O-])[O-]

---

Most stable structure - (A); separation to the second - 0.0613 hartree.

---

(A)
The following is a DFT calculation (wB97M-V/def2-TZVPD) of a 6-piece molecular cluster, C36H30N6O12 overall.

```
84
Properties=species:S:1:pos:R:3
C 4.924 -0.566 -5.734
C 4.101 0.498 -5.383
C 3.996 1.526 -6.250
C 4.658 1.524 -7.464
C 5.544 0.517 -7.783
C 5.701 -0.565 -6.902
N 4.421 2.647 -8.370
O 5.188 2.852 -9.262
O 3.480 3.371 -8.084
H 4.978 -1.460 -5.129
H 3.415 0.617 -4.568
H 3.322 2.336 -5.985
H 6.209 0.717 -8.635
H 6.383 -1.367 -7.055
C 2.306 8.321 -1.066
C 3.618 7.962 -1.002
C 3.930 6.823 -0.333
C 2.947 6.069 0.387
C 1.593 6.481 0.394
C 1.366 7.646 -0.319
N 3.401 4.950 1.231
O 4.480 4.399 1.126
O 2.629 4.619 2.112
H 1.893 9.193 -1.655
H 4.409 8.546 -1.417
H 4.902 6.520 -0.175
H 0.891 5.887 0.914
H 0.380 8.057 -0.392
C -2.085 -2.993 4.267
C -2.210 -2.884 5.627
C -3.443 -2.504 6.130
C -4.526 -2.411 5.271
C -4.373 -2.552 3.880
C -3.145 -2.850 3.378
N -5.853 -2.288 5.906
O -5.881 -1.677 6.969
O -6.787 -2.718 5.277
H -1.171 -3.374 3.870
H -1.386 -3.054 6.235
H -3.688 -2.500 7.145
H -5.223 -2.324 3.200
H -3.065 -3.067 2.317
C -1.968 -7.785 -0.783
C -2.812 -6.908 -1.503
C -2.639 -5.503 -1.380
C -1.605 -4.956 -0.583
C -0.756 -5.816 0.143
C -0.965 -7.232 0.061
N -1.437 -3.469 -0.467
O -0.787 -3.089 0.513
O -2.053 -2.860 -1.325
H -2.220 -8.806 -0.806
H -3.614 -7.239 -2.124
H -3.382 -4.776 -1.916
H 0.016 -5.421 0.782
H -0.408 -7.870 0.663
C 1.916 0.606 0.987
C 3.293 0.596 0.943
C 4.033 -0.102 -0.010
C 3.324 -0.745 -1.008
C 1.886 -0.693 -1.016
C 1.200 -0.059 -0.030
N 4.064 -1.505 -2.013
O 3.522 -2.286 -2.761
O 5.241 -1.174 -2.057
H 1.360 1.130 1.829
H 3.748 1.164 1.711
H 5.040 -0.223 0.167
H 1.469 -1.259 -1.832
H 0.061 -0.075 -0.017
C -5.518 0.931 4.739
C -6.346 0.812 3.652
C -5.828 0.906 2.377
C -4.582 1.304 2.167
C -3.655 1.381 3.223
C -4.117 1.150 4.492
N -4.116 1.377 0.775
O -4.825 0.880 -0.091
O -3.066 1.936 0.505
H -5.930 0.738 5.735
H -7.387 0.600 3.828
H -6.544 0.826 1.533
H -2.580 1.425 3.040
H -3.265 1.162 5.185
```

Values from the calculation:
E_HOMO: -9.83 eV
HOMO-LUMO gap: 9.01 eV
Total charge: 0
SMILES: O=[N+]([O-])c1ccccc1.O=[N+]([O-])c1ccccc1.O=[N+]([O-])c1ccccc1.O=[N+]([O-])c1ccccc1.O=[N+]([O-])c1ccccc1.O=[N+]([O-])c1ccccc1

---

(B)
The following is a DFT calculation (wB97M-V/def2-TZVPD) of a 6-piece molecular cluster, C36H30N6O12 overall.

```
84
Properties=species:S:1:pos:R:3
C -6.963 0.339 2.683
C -7.177 -0.244 1.232
C -6.279 0.347 0.055
C -5.273 1.555 0.350
C -4.997 1.931 1.906
C -6.001 1.360 2.991
N -4.564 2.155 -0.781
O -4.881 1.771 -1.903
O -3.648 2.961 -0.536
H -7.610 -0.069 3.368
H -7.836 -1.012 1.408
H -6.200 0.028 -0.870
H -4.410 2.571 2.439
H -5.978 1.575 3.978
C 7.085 0.422 0.387
C 6.606 -1.014 0.358
C 7.821 -2.111 0.204
C 9.208 -1.725 0.588
C 9.593 -0.263 0.594
C 8.420 0.813 0.496
N 10.110 -2.794 0.943
O 9.576 -3.973 1.332
O 11.255 -2.632 0.849
H 6.283 1.225 0.458
H 5.699 -1.197 0.305
H 7.373 -3.107 0.226
H 10.480 0.079 0.838
H 8.525 1.666 0.662
C -1.065 -1.591 4.764
C -0.016 -0.851 5.566
C -0.193 0.677 5.691
C -1.284 1.389 4.815
C -2.426 0.547 4.261
C -2.141 -1.041 4.139
N -1.528 2.876 4.963
O -2.345 3.402 4.219
O -0.833 3.301 5.815
H -0.710 -2.723 4.595
H 0.792 -1.437 6.013
H 0.608 1.195 6.281
H -3.322 1.067 3.926
H -2.626 -1.810 3.489
C -0.202 0.897 1.082
C -0.312 2.178 0.254
C 0.828 2.730 -0.411
C 2.241 1.801 -0.400
C 2.164 0.362 0.202
C 0.875 0.026 1.012
N 3.352 2.248 -1.241
O 4.372 1.432 -1.338
O 3.299 3.296 -1.824
H -1.149 0.528 1.735
H -1.169 3.000 0.249
H 0.869 3.752 -0.808
H 2.967 -0.255 0.055
H 0.697 -0.892 1.483
C -2.868 -1.357 -2.753
C -2.656 -0.621 -1.341
C -3.142 -1.238 -0.095
C -4.147 -2.537 -0.157
C -3.957 -3.363 -1.512
C -3.387 -2.699 -2.752
N -4.783 -3.056 1.066
O -4.413 -2.682 2.141
O -5.714 -3.861 0.973
H -2.811 -0.877 -3.601
H -2.213 0.326 -1.449
H -3.129 -0.861 0.695
H -4.385 -4.409 -1.676
H -3.533 -2.995 -3.820
C 0.926 1.568 -4.135
C 2.232 0.817 -4.375
C 2.277 -0.161 -5.552
C 0.893 -0.349 -6.398
C -0.288 0.459 -6.034
C -0.239 1.388 -4.905
N 0.867 -1.429 -7.398
O 1.924 -2.144 -7.602
O -0.151 -1.679 -8.000
H 0.937 2.468 -3.244
H 3.131 1.111 -3.965
H 3.119 -0.607 -5.669
H -1.268 0.150 -6.545
H -1.180 1.915 -5.048
```

Values from the calculation:
E_HOMO: -9.24 eV
HOMO-LUMO gap: 7.44 eV
Total charge: 0
SMILES: O=[N+]([O-])c1ccccc1.O=[N+]([O-])c1ccccc1.O=[N+]([O-])c1ccccc1.O=[N+]([O-])c1ccccc1.O=[N+]([O-])c1ccccc1.O=[N+]([O-])c1ccccc1

---

(C)
The following is a DFT calculation (wB97M-V/def2-TZVPD) of a 6-piece molecular cluster, C36H30N6O12 overall.

```
84
Properties=species:S:1:pos:R:3
C 7.822 21.947 -6.610
C 8.462 21.525 -7.789
C 9.173 22.449 -8.563
C 9.472 23.683 -7.982
C 9.006 23.986 -6.733
C 8.040 23.182 -6.089
N 10.295 24.677 -8.650
O 10.359 25.897 -8.370
O 10.984 24.243 -9.559
H 7.209 21.217 -6.102
H 8.218 20.510 -8.065
H 9.631 22.101 -9.477
H 9.290 24.906 -6.245
H 7.494 23.513 -5.218
C 5.848 23.923 19.734
C 7.072 23.383 19.339
C 7.522 23.469 18.030
C 6.849 24.206 17.071
C 5.554 24.639 17.414
C 5.071 24.501 18.693
N 7.376 24.528 15.725
O 6.517 24.696 14.840
O 8.589 24.675 15.630
H 5.570 23.968 20.777
H 7.749 22.871 20.007
H 8.551 23.148 17.965
H 5.024 25.212 16.668
H 4.172 25.068 18.881
C 6.867 20.756 6.847
C 7.718 21.651 6.151
C 7.872 21.600 4.771
C 7.037 20.807 4.046
C 6.139 19.952 4.687
C 6.016 19.938 6.097
N 7.165 20.773 2.560
O 8.219 21.312 2.151
O 6.283 20.264 1.845
H 6.772 20.752 7.923
H 8.458 22.123 6.780
H 8.554 22.270 4.267
H 5.606 19.237 4.078
H 5.378 19.270 6.656
C 13.390 25.344 6.180
C 13.505 25.536 4.784
C 14.193 24.595 3.996
C 14.637 23.410 4.602
C 14.490 23.226 6.012
C 14.000 24.251 6.847
N 15.319 22.363 3.795
O 15.598 21.284 4.298
O 15.452 22.574 2.611
H 12.846 26.087 6.743
H 13.096 26.431 4.339
H 14.240 24.748 2.928
H 14.950 22.335 6.414
H 13.936 24.171 7.923
C 4.562 16.356 13.108
C 3.890 17.173 14.011
C 2.532 17.316 13.898
C 1.783 16.534 12.991
C 2.441 15.602 12.184
C 3.822 15.671 12.155
N 0.326 16.650 12.892
O -0.137 16.380 11.790
O -0.314 16.937 13.869
H 5.637 16.247 13.120
H 4.421 17.836 14.678
H 2.006 18.023 14.523
H 1.933 14.946 11.492
H 4.337 14.925 11.568
C 14.531 24.626 -4.256
C 15.334 25.150 -5.228
C 16.371 24.457 -5.760
C 16.527 23.073 -5.545
C 15.624 22.500 -4.664
C 14.641 23.283 -3.993
N 17.670 22.371 -6.132
O 17.732 21.177 -5.993
O 18.484 23.011 -6.852
H 13.717 25.188 -3.822
H 15.187 26.180 -5.518
H 16.955 24.949 -6.524
H 15.616 21.437 -4.473
H 14.098 22.886 -3.149
```

Values from the calculation:
E_HOMO: -9.93 eV
HOMO-LUMO gap: 9.12 eV
Total charge: 0
SMILES: O=[N+]([O-])c1ccccc1.O=[N+]([O-])c1ccccc1.O=[N+]([O-])c1ccccc1.O=[N+]([O-])c1ccccc1.O=[N+]([O-])c1ccccc1.O=[N+]([O-])c1ccccc1

---

Most stable structure - (A); separation to the second - 0.0112 hartree.

---

(A)
The following is a DFT calculation (wB97M-V/def2-TZVPD) of a 14-piece molecular cluster, C4H37NO14S overall.

```
57
Properties=species:S:1:pos:R:3
C -0.807 -0.709 -1.415
N -1.233 -0.041 -0.167
C -2.402 0.813 -0.271
O -2.016 2.181 -0.297
C -0.124 -2.050 -1.050
C 1.021 -2.384 -2.000
S 2.565 -1.464 -1.623
H -0.164 -0.086 -2.020
H -1.689 -0.880 -2.053
H -0.447 0.476 0.292
H -3.064 0.592 -1.124
H -2.990 0.775 0.685
H -1.527 2.432 -1.097
H 0.227 -2.082 -0.001
H -0.924 -2.914 -1.050
H 1.216 -3.481 -2.005
H 0.763 -2.130 -3.037
H 2.456 -1.304 -0.271
H 2.382 1.155 0.849
H 1.017 1.318 1.418
O 1.591 0.655 1.159
H -1.128 2.412 1.293
H -0.469 1.861 2.577
O -0.344 2.405 1.789
H -3.763 -1.850 1.414
H -2.823 -1.919 0.258
O -3.163 -2.431 0.970
H -0.858 -1.096 1.546
H -1.857 -2.155 2.094
O -1.124 -1.558 2.358
H 1.256 -4.073 2.559
H 0.102 -3.097 2.058
O 0.621 -3.915 1.863
H 1.735 1.918 -1.718
H 2.578 0.984 -2.725
O 2.246 1.894 -2.542
H 2.493 2.764 -0.195
H 3.827 2.165 -0.807
O 3.309 2.378 0.064
H 0.351 2.740 0.226
H 0.891 4.028 -0.527
O 0.784 3.024 -0.573
H -1.111 -0.388 -5.144
H -0.578 0.602 -4.089
O -0.871 -0.342 -4.260
H 0.847 2.198 -3.499
H -0.457 2.328 -2.801
O -0.150 2.200 -3.697
H -2.615 -0.513 2.784
H -3.956 -0.079 3.434
O -3.515 -0.324 2.572
H 1.072 -1.509 3.157
H 1.747 -0.216 2.634
O 1.640 -0.767 3.436
H -0.916 -0.168 3.375
H 0.409 0.362 4.007
O -0.580 0.664 3.789
```

Values from the calculation:
E_HOMO: -9.25 eV
HOMO-LUMO gap: 9.31 eV
Total charge: 0

---

(B)
The following is a DFT calculation (wB97M-V/def2-TZVPD) of a 14-piece molecular cluster, C4H37NO14S overall.

```
57
Properties=species:S:1:pos:R:3
C 0.626 -1.663 -0.749
N 1.439 -0.663 -0.082
C 1.961 -0.906 1.225
O 1.000 -0.686 2.280
C -0.405 -0.993 -1.642
C -1.175 -2.077 -2.443
S -0.127 -3.245 -3.389
H 0.182 -2.433 -0.110
H 1.258 -2.277 -1.404
H 1.288 0.318 -0.259
H 2.365 -1.922 1.389
H 2.767 -0.240 1.523
H 0.213 -1.237 2.136
H -1.180 -0.465 -1.081
H 0.070 -0.280 -2.310
H -1.810 -2.640 -1.767
H -1.751 -1.623 -3.240
H 0.189 -4.118 -2.431
H -1.678 3.014 -0.146
H -1.230 1.620 0.271
O -1.966 2.237 0.360
H -0.044 2.071 2.769
H 0.325 1.058 1.623
O -0.193 1.845 1.849
H 3.263 -1.509 -1.260
H 4.108 -2.606 -1.912
O 4.079 -2.016 -1.153
H 0.687 2.370 -3.908
H -0.460 2.190 -3.007
O 0.505 2.111 -2.996
H -0.431 3.329 -0.969
H -1.357 4.555 -0.623
O -1.148 3.886 -1.285
H -3.930 -0.161 -0.455
H -2.637 0.448 -1.003
O -3.474 0.068 -1.273
H -2.263 1.614 2.155
H -3.316 2.406 3.031
O -2.919 1.548 2.871
H -3.332 -0.283 2.645
H -3.985 -1.680 2.809
O -3.146 -1.237 2.663
H 1.228 -3.624 1.404
H 2.278 -3.399 0.383
O 2.061 -3.998 1.106
H -0.584 -3.140 3.324
H -1.565 -2.355 2.429
O -0.715 -2.827 2.426
H 2.496 3.510 -1.427
H 2.520 2.039 -1.980
O 2.773 2.614 -1.255
H -0.918 3.455 1.228
H -1.204 4.339 2.371
O -0.936 4.410 1.448
H 3.279 2.898 2.316
H 2.658 2.310 0.958
O 2.620 2.328 1.919
```

Values from the calculation:
E_HOMO: -8.91 eV
HOMO-LUMO gap: 8.88 eV
Total charge: 0

---

Most stable structure - (A); separation to the second - 0.0612 hartree.